1.
Density functional theory data (the ωB97M-V functional and the def2-TZVPD basis) for a gas-phase ion, C3H3N2 (charge +1) in a non-equilibrium geometry.

Each line ends with the Mulliken charge.
CARTESIAN COORDINATES (ANGSTROEM)
C -0.01769 -0.31872 -0.86251  -0.095
N -0.20696 0.38512 0.15311  0.059
C -0.44128 1.20664 1.04810  0.114
C -1.28333 2.30339 1.05052  0.171
N -1.75586 3.35532 1.13170  -0.155
H -0.43157 -1.38893 -1.12620  0.303
H 0.65746 0.20062 -1.56938  0.293
H 0.17820 1.24891 2.16705  0.311

Atomic forces in eV per Å
0.31 -0.70 -0.98
-0.80 -1.06 -0.51
2.86 -0.17 4.54
-1.53 1.98 -0.60
0.13 -0.81 -0.06
0.51 2.28 1.00
-0.15 -0.75 0.02
-1.31 -0.77 -3.41

Energy above the lowest of the compared OMol25 structures with the same formula, charge and spin (eV): 0.8468
SMILES string: C=[N+]=CC#N
Charge: +1
E_LUMO (eV): -6.61


2.
Density functional theory data (the ωB97M-V functional and the def2-TZVPD basis) for 2 unconnected molecules or ions with the total composition C3H8N2O in a non-equilibrium geometry.

Each line ends with the Mulliken charge.
CARTESIAN COORDINATES (ANGSTROEM)
C -0.10693 -0.31937 1.78370  -0.988
C -0.64907 0.56481 0.70419  0.081
N 0.10055 1.50482 0.18496  -0.412
O -0.72239 2.37694 -0.54812  -0.373
H -0.48235 -1.33539 1.63836  0.299
H -0.46013 0.04429 2.75161  0.320
H 0.98538 -0.32437 1.76936  0.280
H -1.74387 0.57413 0.57314  0.397
H -0.09863 3.07493 -0.81980  0.369
C 0.88550 -1.55668 -1.59584  -0.226
N -0.29308 -1.03703 -1.58023  -0.546
H 1.03426 -2.63835 -1.46717  0.281
H 1.78361 -0.92964 -1.69747  0.232
H -0.23285 0.00092 -1.69669  0.286

Atomic forces in eV per Å
0.17 -0.26 -0.71
1.04 2.28 0.29
-1.93 -1.93 1.25
0.60 0.46 -0.47
0.11 0.03 0.11
0.02 -0.02 -0.05
-0.14 0.01 0.07
0.52 0.06 -0.31
-0.41 -0.43 0.08
-1.14 0.98 0.09
1.47 -0.14 -0.29
-0.24 0.38 -0.07
-0.11 -0.32 -0.03
0.03 -1.10 0.04

Energy above the lowest of the compared OMol25 structures with the same formula, charge and spin (eV): 3.7214
SMILES string: C/C=N/O.C=N
Charge: 0
E_LUMO (eV): 1.05


3.
Density functional theory data (the ωB97M-V functional and the def2-TZVPD basis) for 2 unconnected molecules or ions with the total composition C2H6O3S in a non-equilibrium geometry.

Each line ends with the Mulliken charge.
CARTESIAN COORDINATES (ANGSTROEM)
C -1.71506 0.18611 -0.35432  -0.733
C 2.14162 -0.32638 -0.20392  0.393
O 1.81512 -0.92153 0.77665  -0.644
O 3.12716 0.51674 -0.30023  -0.422
O 0.70506 1.32661 -0.20728  -0.539
S -0.33282 0.95033 0.78149  0.264
H -2.35763 1.07107 -0.87649  0.251
H -2.33979 -0.50599 0.13520  0.353
H -1.09066 -0.27414 -1.15222  0.226
H 1.87666 -0.56094 -1.30342  0.280
H 0.33969 -0.19225 1.52020  0.236
H 3.50958 0.95940 0.51423  0.334

Atomic forces in eV per Å
1.24 2.51 -1.48
0.27 -0.54 -2.69
-0.57 -0.99 1.26
2.60 2.25 0.47
0.33 0.35 -0.48
-1.61 -0.78 0.76
1.74 -1.95 1.65
-0.71 -0.78 0.65
-0.60 0.12 0.55
-0.13 0.00 1.71
-1.43 1.05 -1.48
-1.14 -1.24 -0.92

Energy above the lowest of the compared OMol25 structures with the same formula, charge and spin (eV): 2.3979
Charge: 0
E_LUMO (eV): 0.68